# 1
Formula: C36H30BGeInN6O6S4
Source: the Open Molecules 2025 dataset
Level of theory: wB97M-V/def2-TZVPD

Properties
- energy relative to the best compared isomer or geometry (same formula, charge and spin) (kcal per mole) = 53.61
- electronic energy (Ha) = -6054.4023
- HOMO energy (eV) = -7.12

XYZ file:
```
85
Properties=species:S:1:pos:R:3:forces:R:3
In -0.173 -2.102 2.487 0.7670 0.8348 0.4164
O 0.080 -5.883 -0.377 -0.1001 -1.6122 -0.7421
C 0.177 -4.849 0.423 0.1568 -0.2711 2.3843
O 0.284 -4.961 1.636 -0.4019 1.0058 -1.2109
C 0.103 -3.597 -0.397 0.0469 -1.7549 0.9524
C 0.221 -3.837 -1.745 -0.9729 2.9727 -0.2533
C -0.022 -2.758 -2.601 -0.4428 -1.1214 0.0362
C -0.376 -1.578 -2.042 0.6144 0.5009 3.3656
C -0.328 -1.427 -0.616 0.5664 -0.8270 -1.1910
N -0.149 -2.456 0.233 0.3966 0.8881 -1.5999
C -0.395 -0.099 -0.001 -1.7329 3.2168 1.9163
O -0.439 0.991 -0.856 -0.0060 -2.8379 1.6545
O -0.519 0.023 1.257 0.8301 -0.9280 -3.0995
H 0.101 -6.759 0.045 0.0907 0.5524 0.4608
H 0.244 -4.825 -2.054 0.6205 -1.2844 -0.8347
H -0.097 -2.868 -3.662 0.3037 -0.1950 -0.4482
H -0.623 -0.700 -2.547 -0.1842 1.0603 -1.0955
S -2.689 -2.545 3.196 0.7160 0.2935 -1.3491
C -3.723 -2.442 1.725 -0.4360 -0.2929 -1.5284
N -3.464 -2.123 0.466 1.9590 1.1563 2.4256
C -4.523 -2.160 -0.370 -1.4726 -1.0335 -0.2441
C -4.591 -1.845 -1.766 -0.6919 -1.3765 1.4581
C -5.638 -2.410 -2.468 0.4301 0.3945 -1.1185
C -6.717 -3.087 -1.880 1.5135 0.3214 -0.7851
C -6.713 -3.279 -0.550 1.1751 1.3207 1.4905
C -5.635 -2.784 0.254 -1.2145 0.1319 -3.7077
S -5.444 -2.983 1.875 1.5535 -0.1775 2.3639
H -3.833 -1.266 -2.230 0.7085 0.1371 -0.4192
H -5.595 -2.427 -3.567 -0.1101 0.5307 0.4690
H -7.430 -3.505 -2.546 -0.7672 -0.3162 -0.1559
H -7.519 -3.733 -0.082 -1.3534 -0.9709 0.8594
N 6.308 3.232 -0.263 0.0363 3.3173 0.7767
C 5.791 2.038 -0.598 0.4082 -3.4795 -1.0109
C 6.588 0.826 -0.487 -1.7103 0.7765 0.5946
C 5.918 -0.395 -0.596 -0.3358 1.9062 -1.1189
C 4.606 -0.462 -1.038 0.1378 -0.7482 0.9296
C 3.832 0.670 -1.249 2.0573 0.7963 -1.3124
C 4.530 1.892 -1.214 0.0473 -0.7496 1.4063
S 3.848 -2.105 -0.979 0.4857 2.8404 1.0482
O 2.831 -1.961 -2.012 -1.4688 -0.9371 -1.3877
O 1.422 0.052 7.572 3.5345 -0.8584 -0.0575
N 3.089 -1.635 0.442 -1.7559 -1.2811 1.1457
C 3.148 -2.480 1.455 -0.9338 -0.7751 -0.6057
S 4.498 -3.592 1.551 0.2162 0.1476 0.6364
C 4.050 -4.009 3.162 -2.6429 1.2674 0.1027
C 2.818 -3.437 3.475 2.4650 -1.7816 -0.1717
N 2.229 -2.740 2.483 -0.3393 2.4352 -2.2319
H 7.019 3.268 0.465 -0.2764 -0.2780 -0.4947
H 5.676 4.074 -0.183 0.9100 -1.7282 -0.2993
H 7.638 0.863 -0.234 0.0001 0.1128 0.2010
H 6.373 -1.321 -0.448 1.2019 -1.2153 0.3144
H 2.852 0.639 -1.680 -0.3918 -0.2058 0.0486
H 4.093 2.794 -1.544 -0.9095 0.9116 -0.1725
H 4.724 -4.554 3.742 0.5520 -0.7829 0.9952
H 2.305 -3.506 4.405 -0.1421 -0.2425 0.6200
B 0.781 0.749 6.518 -2.0109 0.2485 0.5270
C 0.691 -0.176 5.175 -0.6850 -0.0674 -1.2215
N 0.464 -0.755 4.189 -0.1332 -0.4706 0.0156
H -0.443 0.886 6.858 0.7784 -0.1154 -0.6653
H 2.407 0.023 7.306 -2.3091 -0.0330 1.0692
H 1.235 1.821 6.273 0.2803 0.4410 -0.6453
Ge -1.989 1.948 -1.288 0.3429 0.9757 0.2554
C -1.406 2.890 -2.916 0.1005 0.7459 0.1023
C -0.382 3.902 -2.800 -0.7182 -1.1303 1.2200
C -0.140 4.759 -3.850 1.7828 0.7796 1.1725
C -0.734 4.496 -5.067 0.2837 0.9983 0.2862
C -1.742 3.594 -5.175 -1.0732 -0.7883 -0.7368
C -2.148 2.809 -4.114 1.2358 -0.2172 1.4382
C -2.135 3.253 0.169 1.7039 -0.9516 2.1628
C -0.975 3.193 1.030 -0.1814 -1.5416 -2.0401
C -0.600 4.240 1.838 2.1557 -2.0558 -0.2152
C -1.470 5.226 2.075 -1.5412 1.6741 0.2336
C -2.751 5.132 1.548 -0.7697 1.0686 -1.7053
C -3.085 4.197 0.531 0.7759 0.0495 0.1907
H -3.090 0.889 -1.360 0.0158 -0.0339 -0.2532
H 0.228 4.002 -1.859 -0.9649 -0.0993 -0.9512
H 0.592 5.612 -3.625 -1.0559 -1.3772 -0.9188
H -0.447 5.040 -5.927 0.1755 0.6486 -0.7141
H -2.253 3.515 -6.123 -0.0280 -0.1588 -0.1587
H -2.926 2.067 -4.191 -0.2707 0.0671 -0.2031
H -0.334 2.276 0.949 -0.4053 1.5237 0.0879
H 0.446 4.208 2.163 -0.5759 0.2277 0.4416
H -1.178 6.123 2.607 -0.1270 -0.0928 0.2044
H -3.372 6.036 1.627 -0.1322 -0.7300 0.3659
H -4.005 4.171 -0.031 -0.3572 0.6484 0.2294
```
Forces are in eV/Å.

---

# 2
Formula: C11H8BCaF4NO4S
Source: the Open Molecules 2025 dataset
Level of theory: wB97M-V/def2-TZVPD

Properties
- energy relative to the best compared isomer or geometry (same formula, charge and spin) (kcal per mole) = 0.00
- electronic energy (Ha) = -2280.2736
- HOMO energy (eV) = -2.21
- charge = -2

XYZ file:
```
31
Properties=species:S:1:pos:R:3:forces:R:3
Ca -1.607 0.915 -0.061 -0.0484 0.0434 0.0041
C 2.908 2.354 0.255 0.0542 0.0151 -0.0084
C 3.681 1.246 -0.049 -0.0270 -0.0053 0.0050
C 3.071 0.011 -0.178 -0.0057 0.0174 0.0040
C 1.690 -0.104 0.010 -0.0543 -0.0494 -0.0124
N 0.954 0.982 0.293 0.0366 0.0579 -0.0007
C 1.541 2.175 0.408 -0.0641 -0.0458 -0.0032
C 0.962 -1.402 -0.122 0.0284 0.0478 0.0082
C 1.687 -2.596 -0.013 -0.0329 -0.0175 -0.0020
C 1.046 -3.817 -0.150 0.0185 0.0279 0.0036
C -0.324 -3.831 -0.388 0.0123 -0.0026 0.0015
C -1.027 -2.634 -0.470 -0.0257 -0.0176 -0.0026
C -0.432 -1.365 -0.341 0.0616 -0.0373 -0.0188
H 3.332 3.345 0.340 0.0022 -0.0037 0.0020
H 4.750 1.342 -0.205 0.0016 0.0054 0.0019
H 3.655 -0.857 -0.452 -0.0034 -0.0064 0.0001
H 0.879 3.014 0.593 0.0025 -0.0019 0.0031
H 2.750 -2.588 0.207 0.0035 0.0014 0.0006
H 1.604 -4.743 -0.056 0.0000 0.0015 0.0007
H -0.842 -4.782 -0.489 -0.0134 0.0099 -0.0035
H -2.103 -2.696 -0.618 0.0028 0.0132 -0.0049
O -0.255 4.538 -0.637 -0.0327 -0.0061 0.0001
S -1.519 3.806 -0.484 0.0826 -0.0583 0.1148
O -2.687 4.673 -0.564 -0.0175 0.0207 -0.0059
O -1.498 3.043 0.833 0.0006 0.0802 -0.0685
O -1.602 2.696 -1.515 0.0029 -0.0695 -0.0440
F -4.152 -1.941 0.965 -0.0072 0.0138 -0.0058
B -4.156 -0.565 0.782 0.0136 -0.0007 -0.0214
F -3.746 -0.241 -0.554 0.0029 0.0025 0.0099
F -5.404 -0.025 1.050 0.0128 -0.0022 -0.0002
F -3.158 0.048 1.611 -0.0071 -0.0338 0.0426
```
Forces are in eV/Å.

---

# 3
Formula: C17H43Cl2N3O6
Source: the Open Molecules 2025 dataset
Level of theory: wB97M-V/def2-TZVPD

Properties
- energy relative to the best compared isomer or geometry (same formula, charge and spin) (kcal per mole) = 13.26
- electronic energy (Ha) = -2209.6796
- HOMO energy (eV) = -8.70

XYZ file:
```
71
Properties=species:S:1:pos:R:3:forces:R:3
C -1.517 1.272 -0.088 0.9470 0.2582 -0.0244
C -0.499 0.393 -0.818 -1.0614 0.2339 0.2551
N -0.024 -0.580 -0.037 0.2252 0.0103 -0.0956
O -0.215 0.541 -2.002 0.1152 0.2389 0.2293
H -1.071 1.615 0.850 0.1417 0.0323 -0.0545
H -2.396 0.715 0.229 -0.2353 0.0894 -0.4988
H -1.689 2.146 -0.712 -0.5743 -0.1353 0.0552
H 0.756 -1.113 -0.383 0.0223 -0.2660 0.1714
H -0.234 -0.516 0.952 0.4837 -0.2711 -0.0243
C 1.885 0.163 -5.056 0.0899 0.0816 0.2790
C 2.948 -0.247 -4.022 -0.3124 1.6864 -1.0056
N 2.517 -0.259 -2.743 0.5481 -0.5717 -0.3237
O 4.120 -0.374 -4.345 -0.0865 -0.7053 0.1272
H 0.880 0.045 -4.649 -0.0590 -0.2389 -0.2769
H 2.045 -0.355 -6.000 -0.1354 -0.3351 0.1791
H 1.967 1.219 -5.325 0.3339 0.0300 0.3193
H 3.203 -0.714 -2.134 -0.7432 0.5319 0.4022
H 1.571 0.062 -2.532 0.3889 -0.5360 0.2728
C -1.548 -4.734 0.066 -0.9428 0.4508 0.0521
C -1.923 -3.576 0.989 0.5257 -0.0328 -0.8368
N -3.150 -3.032 0.800 0.7859 -0.1399 0.3901
O -1.128 -3.134 1.804 -0.1094 0.1773 0.1638
H -1.824 -5.640 0.607 0.5688 -0.2476 -0.1340
H -0.514 -4.648 -0.248 0.1722 -0.2862 0.5112
H -2.130 -4.722 -0.858 -0.1653 0.0603 0.1174
H -3.289 -2.157 1.277 -0.5960 -0.0868 -0.0452
H -3.808 -3.461 0.180 -0.1864 0.3318 -0.0931
C -1.016 -0.625 5.146 -0.2832 -0.0964 0.4186
C 0.097 -0.234 4.172 -0.1003 -0.9691 0.8744
C 1.322 -1.112 4.424 0.8300 -0.4573 0.6652
O -0.392 -0.429 2.856 -0.1575 0.1981 -0.2676
H -1.447 -1.602 4.905 0.1218 0.0313 -0.3663
H -1.833 0.099 5.136 0.0309 0.0297 -0.0079
H -0.686 -0.762 6.179 0.2414 0.3894 -0.0422
H 0.318 0.824 4.318 0.1501 -0.0011 -0.3585
H 1.063 -2.127 4.747 -0.4343 -0.0224 -0.4334
H 1.955 -0.809 5.265 -0.2632 0.5813 -0.0264
H 2.015 -1.219 3.589 -0.2872 0.2463 -0.2896
H -0.741 -1.334 2.826 -0.0008 -0.1512 -0.2196
C 4.961 -1.725 1.241 -0.1833 -1.2475 1.0160
C 4.360 -2.648 0.186 -0.3468 0.7193 -0.3171
C 2.923 -2.973 0.589 0.3457 -0.1842 -0.2980
O 4.358 -1.904 -1.048 0.0705 -0.5709 0.0158
H 4.379 -0.813 1.362 0.1350 0.1644 -0.5321
H 6.023 -1.537 1.092 -0.0467 0.1790 -0.0275
H 4.816 -2.234 2.205 0.4495 0.0428 0.0270
H 4.941 -3.558 -0.003 0.0128 0.0494 0.3977
H 2.285 -3.307 -0.231 0.1636 0.3733 -0.2637
H 2.563 -2.055 1.046 -0.6521 -0.1608 0.1013
H 2.875 -3.810 1.287 0.1911 0.2731 0.3584
H 5.271 -1.973 -1.348 -0.1556 0.3717 -0.4457
C -2.224 4.268 -3.770 -1.0093 -1.3290 -0.9455
C -1.444 3.232 -4.615 1.0850 0.9383 0.6914
C 0.040 3.614 -4.641 0.2852 -0.2037 -0.5742
O -1.551 1.925 -4.099 -0.3560 0.0250 0.2803
H -1.849 4.310 -2.749 0.1941 0.2553 -0.0540
H -3.245 3.873 -3.736 -0.0482 0.1385 0.3041
H -2.317 5.234 -4.262 0.4387 0.1540 0.1845
H -1.799 3.159 -5.643 -0.2791 0.2724 0.0947
H 0.534 2.978 -5.378 0.1361 0.0652 0.0874
H 0.529 3.432 -3.680 -0.1945 -0.0474 0.1059
H 0.247 4.652 -4.909 -0.2571 0.0290 -0.0508
H -1.112 1.903 -3.232 -0.0092 -0.3940 -0.2143
Cl -4.875 2.106 1.743 -0.0039 -0.1952 -0.1691
C -3.683 2.581 2.993 -0.1652 -0.0755 -0.4484
C -3.855 4.047 3.294 0.4973 -0.1206 0.6394
Cl -5.340 4.285 4.284 0.3447 0.2785 -0.5509
H -2.697 2.389 2.571 -0.0013 -0.0210 0.0876
H -3.883 1.922 3.831 0.1923 0.2001 0.1792
H -3.802 4.620 2.370 -0.7499 0.1027 0.0343
H -3.020 4.423 3.886 -0.0718 -0.2213 0.2269
```
Forces are in eV/Å.

---

# 4
Formula: C3H6N4O
Source: the Open Molecules 2025 dataset
Level of theory: wB97M-V/def2-TZVPD

Properties
- energy relative to the best compared isomer or geometry (same formula, charge and spin) (kcal per mole) = 110.83
- electronic energy (Ha) = -412.0323
- HOMO energy (eV) = -9.36

XYZ file:
```
14
Properties=species:S:1:pos:R:3:forces:R:3
C 0.545 -2.827 0.585 -0.6662 -0.0635 1.0045
N 0.174 -1.608 0.547 0.5716 -0.0074 -1.0318
N 1.224 -0.673 0.119 -0.4410 -3.0343 1.8345
C 0.885 0.458 -0.263 2.2050 5.0627 -5.1115
N -0.322 1.119 -0.546 -0.1619 0.4548 0.7754
N -1.311 0.495 0.152 -2.2351 0.6085 3.7134
C -0.600 2.559 -0.706 4.5400 1.1726 -0.4942
O 0.288 3.369 -1.040 -2.6877 -2.6502 0.7615
H 1.620 -3.108 0.599 -0.7648 -0.0454 -0.5247
H -0.312 -3.578 0.775 1.7364 1.1276 -0.1956
H 1.699 1.065 -0.882 -1.0386 -1.1620 1.9889
H -0.917 0.262 1.105 -0.7390 1.3176 -0.5623
H -1.372 -0.460 -0.027 -0.3790 -1.7738 -1.9486
H -1.601 2.927 -0.418 0.0603 -1.0072 -0.2095
```
Forces are in eV/Å.

---

Q: Among the records above, which one has the lowest energy relative to the best compared isomer or geometry (same formula, charge and spin)?
A: C11H8BCaF4NO4S